Entry 1:
This record from OMol25 describes a structure of composition C35H33BiClN4Si2 in a non-equilibrium geometry. The level of theory is the ωB97M-V functional and the def2-TZVPD basis.

Geometry as XYZ:
```
76
C35H33BiClN4Si2 (the ωB97M-V functional and the def2-TZVPD basis)
C -1.992 -0.556 5.331
C -2.758 -0.114 4.211
C -2.685 -1.118 3.197
H -3.387 0.778 4.192
C -1.887 -2.193 3.700
C -1.451 -1.842 5.016
H -0.933 -2.494 5.723
H -1.933 -0.069 6.306
H -3.275 -1.146 2.277
H -1.768 -3.172 3.230
Bi 0.121 -0.062 3.381
Si 0.403 -0.103 0.327
C -0.589 1.389 -0.152
C -0.008 2.232 -1.115
H 0.976 1.973 -1.502
C -0.659 3.380 -1.561
H -0.196 3.999 -2.328
C -1.908 3.724 -1.041
H -2.432 4.599 -1.422
C -2.476 2.930 -0.044
H -3.440 3.212 0.382
C -1.822 1.782 0.412
H -2.257 1.194 1.223
C -0.495 -1.665 -0.105
C -1.684 -1.672 -0.855
H -2.137 -0.727 -1.154
C -2.282 -2.881 -1.228
H -3.185 -2.872 -1.841
C -1.715 -4.096 -0.832
H -2.161 -5.039 -1.149
C -0.566 -4.099 -0.032
H -0.125 -5.044 0.289
C 0.026 -2.896 0.347
H 0.915 -2.891 0.980
H 1.845 -0.130 -0.048
Si 2.378 0.322 -4.452
C 1.634 -1.314 -4.913
C 0.705 -1.457 -5.960
H 0.417 -0.593 -6.561
C 0.129 -2.702 -6.240
H -0.628 -2.790 -7.021
C 0.511 -3.835 -5.516
H 0.048 -4.801 -5.717
C 1.500 -3.718 -4.536
H 1.827 -4.601 -3.986
C 2.076 -2.476 -4.259
H 2.876 -2.408 -3.525
C 1.260 1.676 -5.035
C -0.053 1.702 -4.552
H -0.403 0.920 -3.877
C -0.926 2.732 -4.914
H -1.922 2.766 -4.470
C -0.519 3.720 -5.815
H -1.199 4.532 -6.075
C 0.766 3.658 -6.366
H 1.076 4.420 -7.085
C 1.644 2.635 -5.992
H 2.632 2.568 -6.445
H 3.708 0.494 -5.093
Cl 2.926 0.413 -2.462
N 1.312 2.524 6.702
C 0.468 3.534 6.243
C -0.156 3.051 5.133
N 0.295 1.753 4.895
C 1.195 1.465 5.863
C 1.854 0.179 5.933
N 1.605 -0.791 5.021
C 2.378 -1.898 5.382
C 3.079 -1.587 6.503
N 2.740 -0.270 6.848
H 1.966 2.577 7.487
H 0.374 4.474 6.746
H -0.891 3.518 4.494
H 2.344 -2.810 4.812
H 3.761 -2.174 7.081
H 3.130 0.278 7.611
```

## Properties
Kohn-Sham gap (alpha / beta) in eV: 5.28 / 5.28
Electronic energy in Ha: -2826.08967
Charge: +1


Entry 2:
This record from OMol25 describes a structure of composition C35H33BrClN7O11STl. The level of theory is the ωB97M-V functional and the def2-TZVPD basis.

Geometry as XYZ:
```
90
C35H33BrClN7O11STl (the ωB97M-V functional and the def2-TZVPD basis)
Tl 0.529 0.040 -0.383
Br -2.671 3.936 -7.217
C -2.164 2.107 -7.187
C -1.193 1.657 -8.066
C -0.876 0.306 -8.085
C -1.494 -0.584 -7.214
C -2.454 -0.106 -6.322
C -2.796 1.236 -6.318
N -1.298 -1.984 -7.446
N -1.216 -2.810 -6.513
C -0.991 -2.457 -5.171
C -1.639 -3.268 -4.246
C -1.616 -3.047 -2.880
C -0.850 -2.001 -2.335
O -0.790 -1.743 -1.098
C -0.039 -1.241 -3.288
N 0.826 -0.375 -2.731
C 1.685 0.290 -3.465
C 1.739 0.106 -4.853
C 0.860 -0.756 -5.450
C -0.097 -1.456 -4.679
H -0.709 2.345 -8.745
H -0.156 -0.077 -8.799
H -2.948 -0.792 -5.647
H -3.571 1.598 -5.655
H -2.219 -4.090 -4.649
H -2.164 -3.681 -2.198
H 2.355 0.956 -2.934
H 2.484 0.632 -5.435
H 0.923 -0.928 -6.513
C -6.950 4.268 2.061
C -6.021 3.165 1.635
C -4.647 3.282 1.817
C -3.786 2.255 1.453
C -4.310 1.094 0.905
C -5.681 0.949 0.726
C -6.525 1.986 1.085
S -3.215 -0.199 0.363
O -3.854 -1.441 0.679
O -3.230 0.021 -1.189
N -1.812 0.137 0.793
C -1.397 -0.176 2.171
C -0.199 0.707 2.534
O -0.118 1.138 3.673
O 0.670 0.932 1.600
H -6.451 5.237 2.039
H -7.301 4.101 3.082
H -7.827 4.318 1.416
H -4.238 4.186 2.254
H -2.716 2.346 1.599
H -6.071 0.026 0.315
H -7.594 1.879 0.945
H -1.087 -1.223 2.241
H -2.177 0.012 2.911
Cl 2.866 -4.497 0.947
C 3.445 -2.808 0.870
C 2.377 -1.848 0.375
O 2.703 -1.045 -0.537
O 1.250 -1.853 0.918
H 4.306 -2.780 0.213
H 3.729 -2.520 1.879
N -3.569 2.432 -2.194
C -2.335 3.064 -2.751
C -1.172 2.094 -2.675
N -0.759 1.858 -1.301
H -4.228 2.227 -2.935
H -4.046 3.048 -1.546
H -3.321 0.991 -1.448
H -2.090 3.952 -2.168
H -2.498 3.385 -3.784
H -0.319 2.480 -3.234
H -1.465 1.147 -3.141
H -1.559 1.728 -0.689
H -0.210 2.654 -0.941
O 1.148 3.733 -0.751
C 2.140 2.984 -0.752
O 2.151 1.724 -0.803
C 3.520 3.630 -0.737
C 3.638 5.014 -0.722
C 4.887 5.613 -0.723
C 6.005 4.796 -0.739
C 5.919 3.415 -0.747
C 4.661 2.834 -0.743
N 7.340 5.425 -0.749
O 8.314 4.697 -0.810
O 7.400 6.639 -0.704
H 2.733 5.605 -0.709
H 5.007 6.686 -0.710
H 6.820 2.822 -0.752
H 4.539 1.759 -0.734
```

## Properties
Kohn-Sham gap in eV: 6.63
Electronic energy in Ha: -6169.37785
Charge: -1


Entry 3:
This record from OMol25 describes a structure of composition C35H33BrN4O6Pb. The level of theory is the ωB97M-V functional and the def2-TZVPD basis.

Geometry as XYZ:
```
80
C35H33BrN4O6Pb (the ωB97M-V functional and the def2-TZVPD basis)
Pb 1.374 -1.079 0.169
C -3.271 0.326 3.897
O -2.922 0.565 2.532
C -3.842 1.198 1.751
C -5.171 1.392 2.105
C -6.029 2.075 1.251
C -5.570 2.588 0.051
C -4.244 2.400 -0.306
C -3.388 1.698 0.526
N -2.008 1.584 0.156
C -1.220 0.515 0.352
N -1.829 -0.681 0.285
C -1.417 -1.980 0.597
C -0.141 -2.466 0.811
C 0.170 -3.764 1.192
C -0.882 -4.651 1.312
C -2.185 -4.244 1.038
C -2.458 -2.933 0.688
O -3.683 -2.433 0.435
C -4.812 -3.314 0.519
N 0.083 0.649 0.531
C 0.658 1.929 0.809
C 0.357 2.607 1.988
C 0.969 3.819 2.275
C 1.902 4.336 1.389
C 2.211 3.670 0.209
C 1.576 2.472 -0.095
O 1.778 1.749 -1.224
C 2.632 2.312 -2.228
H -4.145 -0.319 3.979
H -3.457 1.266 4.419
H -2.415 -0.176 4.337
H -5.542 1.031 3.053
H -7.064 2.209 1.538
H -6.236 3.126 -0.609
H -3.861 2.802 -1.236
H -1.537 2.438 -0.105
H -2.822 -0.634 0.085
H 1.186 -4.093 1.353
H -0.681 -5.681 1.574
H -2.985 -4.967 1.091
H -5.671 -2.719 0.230
H -4.938 -3.675 1.539
H -4.700 -4.150 -0.171
H -0.377 2.174 2.660
H 0.719 4.351 3.182
H 2.395 5.274 1.608
H 2.931 4.099 -0.473
H 2.551 1.660 -3.092
H 3.667 2.344 -1.886
H 2.299 3.314 -2.497
O 1.640 -0.246 2.552
C 2.877 -0.700 3.068
C 3.957 -0.690 2.017
C 5.290 -0.634 2.372
C 6.258 -0.729 1.387
C 5.872 -0.853 0.062
C 4.529 -0.865 -0.243
N 3.591 -0.789 0.725
H 1.647 0.721 2.450
H 2.709 -1.729 3.392
H 3.182 -0.127 3.942
H 5.559 -0.526 3.415
H 7.307 -0.706 1.653
H 6.601 -0.932 -0.731
H 4.170 -0.924 -1.256
Br 1.207 -0.441 -8.594
C 1.205 -0.592 -6.726
C 2.328 -1.095 -6.082
C 2.326 -1.198 -4.703
C 1.200 -0.814 -3.978
C 0.077 -0.316 -4.636
C 0.080 -0.195 -6.013
C 1.182 -0.916 -2.510
O 2.305 -1.029 -1.870
O 0.127 -0.891 -1.856
H 3.191 -1.396 -6.658
H 3.196 -1.581 -4.186
H -0.789 -0.019 -4.059
H -0.779 0.204 -6.532
```

## Properties
Kohn-Sham gap in eV: 6.60
Electronic energy in Ha: -4790.34942
Charge: +2


Entry 4:
This record from OMol25 describes a structure of composition C35H33Cl5N9O3PV in a non-equilibrium geometry. The level of theory is the ωB97M-V functional and the def2-TZVPD basis.

Geometry as XYZ:
```
87
C35H33Cl5N9O3PV (the ωB97M-V functional and the def2-TZVPD basis)
V 0.505 0.211 0.295
Cl 2.678 3.943 6.438
C 2.262 3.152 4.984
C 3.227 2.435 4.275
Cl 4.826 2.329 4.867
C 2.881 1.800 3.083
Cl 4.059 0.849 2.255
C 1.592 1.904 2.577
O 1.298 1.286 1.394
C 0.616 2.561 3.315
Cl -1.038 2.532 2.825
C 0.949 3.195 4.513
Cl -0.254 4.010 5.413
N 1.054 1.504 -2.827
P 1.718 0.220 -1.980
C 3.494 0.300 -2.231
C 4.302 0.728 -1.184
C 5.679 0.815 -1.347
C 6.245 0.481 -2.568
C 5.440 0.065 -3.626
C 4.071 -0.035 -3.460
C 1.227 -1.267 -2.885
C 1.824 -2.490 -2.577
C 1.437 -3.644 -3.234
C 0.453 -3.586 -4.215
C -0.132 -2.374 -4.540
C 0.252 -1.215 -3.875
C 0.153 2.406 -2.266
C -0.276 3.489 -3.037
C -1.198 4.357 -2.504
C -1.680 4.124 -1.218
C -1.190 3.039 -0.536
N -0.276 2.177 -1.024
H 1.466 1.778 -3.708
H 3.854 1.030 -0.246
H 6.302 1.154 -0.531
H 7.316 0.547 -2.702
H 5.887 -0.187 -4.578
H 3.458 -0.388 -4.282
H 2.625 -2.542 -1.847
H 1.909 -4.587 -2.997
H 0.156 -4.487 -4.735
H -0.882 -2.324 -5.319
H -0.207 -0.270 -4.137
H 0.115 3.627 -4.036
H -1.543 5.204 -3.081
H -2.413 4.770 -0.758
H -1.535 2.827 0.460
C -1.476 -3.664 3.694
N -1.431 -2.257 3.305
C -2.241 -1.293 4.057
C -0.573 -1.798 2.379
N -0.584 -0.599 1.890
N 0.405 -2.717 1.996
C 1.535 -2.466 1.280
N 2.447 -3.448 1.278
N 1.727 -1.338 0.656
H -2.375 -3.827 4.280
H -0.622 -3.952 4.314
H -1.549 -4.312 2.819
H -2.652 -1.801 4.924
H -3.056 -0.891 3.463
H -1.613 -0.470 4.402
H -1.445 -0.098 2.110
H 0.340 -3.631 2.410
H 2.323 -4.301 1.794
H 3.305 -3.343 0.764
H 2.662 -1.268 0.270
N -6.163 4.036 -0.116
C -5.846 2.965 0.147
C -5.394 1.630 0.444
C -6.146 0.504 0.129
C -5.611 -0.739 0.423
C -4.349 -0.804 0.992
N -3.621 0.274 1.305
C -4.154 1.464 1.050
H -7.119 0.607 -0.332
H -6.156 -1.645 0.202
H -3.892 -1.766 1.196
H -3.581 2.339 1.330
C -2.676 -0.742 -2.097
C -1.774 -1.367 -1.085
O -1.876 -2.441 -0.571
O -0.728 -0.537 -0.720
H -3.126 -1.524 -2.705
H -2.151 -0.022 -2.717
H -3.469 -0.213 -1.563
```

## Properties
Kohn-Sham gap (alpha / beta) in eV: 7.04 / 7.70
Expectation value of S²: 0.76
Electronic energy in Ha: -5658.06794
Charge: +2
2S+1: 2


Entry 5:
This record from OMol25 describes a structure of composition C35H33ClN4RuS2Si2 in a non-equilibrium geometry. The level of theory is the ωB97M-V functional and the def2-TZVPD basis.

Geometry as XYZ:
```
78
C35H33ClN4RuS2Si2 (the ωB97M-V functional and the def2-TZVPD basis)
C -0.192 1.182 1.780
C 1.254 1.277 1.740
C 1.606 2.331 0.829
H 1.956 0.678 2.313
C 0.407 2.885 0.294
C -0.713 2.154 0.829
H -1.756 2.347 0.605
H -0.778 0.542 2.428
H 2.617 2.660 0.587
H 0.343 3.741 -0.375
Ru 0.380 0.596 -0.122
Si 4.747 2.600 -3.876
C 6.145 1.424 -4.648
C 5.898 0.871 -5.912
H 5.022 1.209 -6.474
C 6.641 -0.213 -6.406
H 6.331 -0.704 -7.325
C 7.742 -0.704 -5.713
H 8.345 -1.515 -6.115
C 8.061 -0.116 -4.489
H 8.878 -0.547 -3.908
C 7.314 0.967 -3.997
H 7.565 1.396 -3.024
C 4.417 3.585 -5.422
C 5.383 4.538 -5.761
H 6.312 4.616 -5.210
C 5.180 5.373 -6.863
H 5.929 6.120 -7.137
C 4.031 5.248 -7.664
H 3.869 5.881 -8.557
C 3.085 4.268 -7.338
H 2.182 4.151 -7.936
C 3.318 3.408 -6.264
H 2.635 2.590 -6.103
H 5.570 3.130 -2.737
Si 2.313 -0.175 -4.305
C 1.924 1.705 -3.956
C 2.622 2.696 -3.152
H 3.366 2.424 -2.368
C 1.924 3.873 -2.717
H 2.404 4.494 -1.963
C 0.648 4.179 -3.147
H 0.125 5.070 -2.788
C -0.002 3.268 -3.997
H -1.018 3.483 -4.336
C 0.622 2.056 -4.322
H 0.017 1.287 -4.817
C 3.870 -0.627 -3.313
C 3.965 0.053 -2.085
H 3.233 0.805 -1.852
C 4.804 -0.295 -1.045
H 4.817 0.301 -0.138
C 5.588 -1.438 -1.197
H 6.183 -1.793 -0.343
C 5.566 -2.135 -2.420
H 6.179 -3.040 -2.538
C 4.714 -1.734 -3.458
H 4.604 -2.345 -4.355
H 1.555 -1.012 -5.208
Cl 1.091 -0.589 -2.411
N 2.608 -1.938 0.705
C 1.357 -2.413 0.610
N 0.302 -1.655 0.365
C -0.818 -2.399 0.082
C -0.625 -3.769 0.202
S 0.976 -4.110 0.670
C -1.874 -1.696 -0.539
C -3.005 -2.159 -1.207
S -3.807 -0.911 -2.060
C -2.495 0.196 -1.589
N -1.616 -0.354 -0.762
N -2.419 1.435 -2.130
H 3.355 -2.555 0.981
H 2.864 -1.064 0.262
H -1.368 -4.538 0.021
H -3.337 -3.192 -1.207
H -3.179 1.777 -2.709
H -1.513 1.899 -2.174
```

## Properties
Kohn-Sham gap (alpha / beta) in eV: 4.54 / 3.80
Expectation value of S²: 8.80
Electronic energy in Ha: -3502.51532
Charge: +1
2S+1: 6


Entry 6:
This record from OMol25 describes a structure of composition C35H33ClN4S2Si2Tm in a non-equilibrium geometry. The level of theory is the ωB97M-V functional and the def2-TZVPD basis.

Geometry as XYZ:
```
78
C35H33ClN4S2Si2Tm (the ωB97M-V functional and the def2-TZVPD basis)
C 3.982 -1.221 1.963
C 3.999 -0.903 0.578
C 3.663 0.492 0.453
H 4.389 -1.558 -0.201
C 3.502 1.018 1.771
C 3.666 -0.054 2.691
H 3.681 0.032 3.776
H 4.337 -2.140 2.417
H 3.574 1.067 -0.472
H 3.379 2.063 2.060
Tm 1.583 -0.635 1.141
Si 0.148 1.448 -0.581
C -0.915 1.340 -2.152
C -2.292 1.688 -2.277
H -2.974 1.799 -1.401
C -2.835 1.954 -3.547
H -3.909 2.153 -3.644
C -2.025 1.886 -4.678
H -2.438 2.157 -5.650
C -0.706 1.436 -4.579
H -0.111 1.284 -5.488
C -0.178 1.103 -3.322
H 0.835 0.677 -3.244
C -0.293 3.299 -0.230
C -0.243 4.237 -1.289
H 0.303 3.975 -2.203
C -0.988 5.418 -1.241
H -1.013 6.073 -2.111
C -1.703 5.787 -0.082
H -2.305 6.701 -0.057
C -1.658 4.914 1.008
H -2.207 5.150 1.925
C -0.889 3.741 0.962
H -0.836 3.157 1.878
H 1.547 1.048 -0.716
Si -3.061 -0.457 -0.892
C -2.303 0.319 0.628
C -0.776 0.450 0.713
H -0.395 -0.554 0.367
C -0.184 0.939 1.993
H 0.776 1.550 1.904
C -1.000 1.226 3.113
H -0.521 1.707 4.002
C -2.372 1.016 2.998
H -2.923 1.116 3.925
C -2.992 0.715 1.770
H -4.081 0.793 1.734
C -2.218 -1.487 -2.324
C -1.019 -2.242 -2.245
H -0.594 -2.527 -1.273
C -0.357 -2.615 -3.418
H 0.574 -3.180 -3.351
C -0.853 -2.260 -4.674
H -0.256 -2.395 -5.572
C -2.090 -1.629 -4.768
H -2.486 -1.328 -5.730
C -2.807 -1.317 -3.612
H -3.838 -0.929 -3.689
H -4.362 -0.901 -0.652
Cl -0.782 -2.519 1.284
N 2.596 -3.179 -1.293
C 2.294 -3.771 -0.105
N 2.100 -3.083 0.998
C 1.700 -3.885 2.066
C 1.473 -5.202 1.687
S 1.906 -5.457 0.034
C 1.456 -3.238 3.338
C 1.167 -3.832 4.549
S 0.899 -2.685 5.803
C 1.161 -1.423 4.638
N 1.417 -1.834 3.406
N 1.081 -0.136 5.040
H 2.988 -3.784 -2.001
H 2.945 -2.216 -1.272
H 1.105 -5.967 2.347
H 1.126 -4.888 4.734
H 0.786 0.018 5.994
H 0.648 0.484 4.351
```

## Properties
Kohn-Sham gap (alpha / beta) in eV: 5.49 / 5.46
Expectation value of S²: 2.00
Electronic energy in Ha: -4493.03086
Charge: +1
2S+1: 3


charge of number 6 (C35H33ClN4S2Si2Tm)? +1